The following is a quantum chemistry calculation of C23H42Cl3N4NdO3Si as an isolated structure, from the OMol25 dataset.

Element x y z (Å)
Nd1 -1.4453 -0.4668 2.5764
Cl1 1.3230 -0.1060 2.3670
Cl2 -0.8328 -0.2439 0.2773
Cl3 -2.1883 -2.9573 2.1893
Si1 0.9538 -3.4083 -1.4091
O1 -0.9983 1.7539 3.4290
O2 0.9248 -1.7905 -1.6321
O3 -3.3059 0.6041 0.9752
N1 0.1606 0.1321 6.4788
N2 -3.2756 0.3043 -1.3289
N3 -0.5031 -1.3976 4.6490
N4 0.0992 3.4328 2.3684
C1 -0.2292 -0.5998 5.4681
C2 2.2610 -1.9735 -4.5635
C3 1.3531 4.1623 2.1595
C4 -0.8181 1.0571 7.0894
C5 0.3223 -0.3511 -5.9678
C6 1.3559 0.6355 -1.7352
C7 1.6857 -3.4657 0.2827
C8 2.3385 1.4984 -1.2419
C9 -1.1557 4.0336 1.9151
C10 0.0653 2.3860 3.1632
C11 1.6875 -0.7622 -2.2904
C12 0.5747 -0.1940 -4.5039
C13 0.7306 3.3015 -1.2495
C14 1.9131 -4.4227 -2.5799
C15 1.2614 -0.4485 7.2705
C16 -0.3052 2.4075 -1.5011
C17 -3.2897 1.0398 -0.2015
C18 -0.8360 -3.9593 -1.2901
C19 0.0222 1.0527 -1.7662
C20 -3.2675 0.9052 -2.6611
C21 1.5136 -0.8943 -3.8375
C22 -3.3576 -1.1605 -1.3243
C23 2.0233 2.8278 -1.0335
H1 -1.7948 0.5466 7.2308
H2 1.2131 4.8517 1.3278
H3 2.1484 3.4461 1.9189
H4 -4.1728 0.6094 -3.2107
H5 -2.4784 -1.5911 -1.8372
H6 -0.1603 0.3783 -3.9591
H7 0.9413 -3.4320 1.0785
H8 1.2128 -0.0693 8.2946
H9 -3.2610 2.1358 -0.4076
H10 2.9175 -4.0291 -2.5691
H11 2.7663 -0.8908 -2.0716
H12 -2.3986 0.5674 -3.2451
H13 -1.8649 3.2424 1.6247
H14 2.4178 -2.6777 0.4785
H15 -0.2912 0.4546 -6.3787
H16 2.1773 -4.4425 0.2316
H17 -0.9601 1.9163 6.4244
H18 -0.4436 1.3829 8.0696
H19 1.6403 4.7307 3.0573
H20 -0.9267 4.6628 1.0521
H21 -1.3427 2.7420 -1.5425
H22 2.6661 -1.8005 -5.5771
H23 1.2850 -0.3127 -6.4619
H24 -3.4023 -1.5193 -0.2969
H25 -0.7640 0.3682 -2.0087
H26 1.0456 2.0688 3.5566
H27 -0.7601 -4.9082 -0.7507
H28 2.8470 3.5228 -0.7546
H29 3.3565 1.0918 -1.1483
H30 0.5250 4.3649 -1.2497
H31 -3.2304 1.9971 -2.5587
H32 -1.6025 4.6573 2.7051
H33 3.0423 -2.4297 -3.9689
H34 1.4453 -4.3978 -3.5558
H35 -4.2542 -1.4565 -1.8997
H36 -1.5411 -3.3477 -0.7108
H37 -1.3045 -4.1780 -2.2551
H38 2.2092 -0.1889 6.7832
H39 1.1467 -1.5423 7.2537
H40 1.4734 -2.7217 -4.7322
H41 -0.1877 -1.2765 -6.2756
H42 1.9036 -5.4583 -2.2022

Output
<S²>: 3.753
HOMO-LUMO gap (alpha / beta) (eV): 7.95 / 7.97
Multiplicity: 4